1.
DFT (ωB97M-V with the def2-TZVPD basis set) results for a 3-piece molecular cluster, C2H9NO4 overall at a distorted geometry.

Geometry as XYZ:
```
16
Properties=species:S:1:pos:R:3
H 1.28714 2.24403 1.48421
C 0.24895 -0.23164 -1.86035
O 0.28769 -1.47017 -2.12590
H 1.65123 -1.06913 0.12390
H 0.01249 -1.54681 1.36730
O -2.40021 -1.39943 0.05094
H 0.46616 3.42104 1.29288
H -0.85746 0.72805 -0.21855
H 1.73339 0.57911 0.75316
H -2.76247 -2.23951 0.37501
H -0.09606 0.47138 -2.59734
C 1.06284 -0.15525 0.28908
N 0.04862 0.35252 -0.64804
O 0.40141 -0.64254 1.48068
H -1.78145 -1.66222 -0.63401
O 0.69774 2.62056 0.86702
```

As for the HOMO-LUMO gap: 10.1 eV. The calculation puts the HOMO energy at -0.3515 Ha. As for the SMILES: O=CNCO.O.O.

2.
DFT (ωB97M-V with the def2-TZVPD basis set) results for a 8-piece molecular cluster, C12H30ClO15 overall at a distorted geometry.

Geometry as XYZ:
```
58
Properties=species:S:1:pos:R:3
O -2.15296 -0.51784 -1.80094
H -4.24905 3.95202 0.88768
O 2.49592 -0.82856 -3.37473
O -4.60523 -1.31405 0.88753
O -0.23405 4.36841 -0.94320
O 0.07186 -0.20770 -0.99704
O 0.53537 -6.53217 -2.66443
O -1.52322 1.39722 -0.43627
H -5.04370 -0.80377 0.20665
C -3.34030 4.55373 0.87280
C -0.10421 -6.43161 -1.54244
C 2.05077 2.04979 2.65570
Cl -1.34349 -0.02474 -0.68217
C 4.49756 -0.11617 1.85357
H -0.13802 -5.81334 -4.55358
H 3.78706 -0.01647 -2.00171
H 1.00184 -3.31193 -2.69638
H -3.24995 0.31484 2.44096
H 1.40409 3.94889 0.05555
H -3.46369 5.58418 0.53956
H -0.34103 -2.57506 -3.39895
H -0.77157 3.59361 -0.76334
O 1.81947 3.12412 3.13882
C 3.05628 0.40657 1.47817
H 4.53110 -1.20346 1.92270
O 3.04318 1.74851 1.85948
H 2.89744 0.39130 0.39990
H -2.54734 3.96366 0.41330
O -1.73821 -0.69039 0.47290
H 0.79647 5.55414 0.27507
H -1.60488 -4.53511 -3.43243
C 1.81655 -0.13384 2.13780
H 5.19303 0.15681 1.05990
H 2.71857 1.05449 -3.01666
C 0.23325 -5.50262 -3.57699
H 4.18314 0.36145 -3.63912
H 0.94309 -0.21218 1.49049
H -3.68618 -1.33075 0.62055
O -0.30497 -7.26663 -0.64321
C 0.49020 4.50823 0.25567
H 4.92390 0.21376 2.80093
H -2.70725 -0.06531 4.12717
O -2.87571 4.64894 2.22215
O -3.23146 1.84201 3.87765
O -0.94116 -5.26485 -1.54049
H -3.24666 2.50223 3.18090
H 1.15508 -4.95917 -3.78433
C -0.70062 -4.58482 -2.82584
H -0.00834 4.33920 1.21011
C 3.33909 0.15911 -2.97977
C -0.07842 -3.23568 -2.57268
H 1.99256 -1.06675 -2.59273
H 2.07424 -1.05031 2.66862
C -2.71635 0.66997 3.32258
H -1.67287 0.81937 3.04522
O 1.50198 0.87709 3.03642
H -0.47813 -2.71971 -1.69969
H -3.45404 5.21131 2.74261
```

Its multiplicity is 2. As for the HOMO-LUMO gap (spin up / spin down): 9.8 / 2.9 eV. The calculation puts the HOMO energy (spin up / spin down) at -0.3623 / -0.3619 Ha. As for the expectation value of S²: 0.761.

3.
DFT (ωB97M-V with the def2-TZVPD basis set) results for a 12-piece molecular cluster, C40H88N8O16 overall at a distorted geometry.

Geometry as XYZ:
```
152
Properties=species:S:1:pos:R:3
H -2.37476 13.18184 27.57855
C -7.60858 17.56795 27.93914
C -1.92545 11.96118 31.79333
H -3.39275 19.53265 34.21994
H -6.06449 9.51897 28.41882
N -9.05543 17.45433 28.09942
H -3.72966 12.31649 30.82939
H -9.02873 17.58601 31.76788
H -2.81513 9.72235 29.36976
H -7.90697 14.57879 29.54575
N -0.73426 13.16472 28.64327
H -7.21511 18.13830 28.78055
H -2.86330 11.93202 29.39705
C -0.95816 17.39287 31.32117
C -5.97954 19.96115 31.60435
C -3.91156 18.96859 29.90151
C -4.01425 18.66239 34.43086
H -0.81574 14.89738 29.82697
C -3.75272 13.42678 32.59143
O -6.77937 18.88012 31.77670
H -3.95482 18.28216 35.45066
C -8.20652 17.08430 31.25763
H -4.51873 12.46778 29.17883
C -1.84514 14.46631 31.46014
C -5.99654 14.95051 34.19588
H -8.63645 16.46253 30.47235
H -1.54174 15.13928 28.26775
C -6.72230 9.46025 27.55167
H -2.84869 19.07570 31.98924
H -5.76009 20.11758 33.72470
N -7.10801 16.28684 25.74645
H 0.62069 16.38129 32.27759
H -1.84784 14.55317 30.37361
C -3.04865 15.84322 29.12760
H -1.79827 17.52377 28.94179
H -10.74212 16.55589 28.81512
H -4.55780 18.93935 31.70721
C -3.80262 9.44829 29.77221
H -2.95098 18.47045 30.03281
H -8.62113 16.42094 24.36892
O -3.83111 13.48423 28.40055
O -4.29292 8.32396 29.79323
H -7.11140 15.19815 27.57471
H -3.57402 16.31423 34.68650
H 0.32892 12.82546 30.44621
H -2.43988 11.15226 32.31209
H -4.31168 13.58930 30.77709
N -4.47780 10.57962 30.03228
H -6.54899 17.69677 30.04206
H -6.32563 15.89190 34.63586
C -3.75082 18.76473 26.22776
C -7.81716 10.40914 27.84678
C -3.86163 11.89472 29.83300
H -2.81632 18.79898 25.66771
O -5.24910 17.83609 28.33562
H -4.70518 21.13189 32.74683
H -6.36802 12.53110 32.76653
O -7.29111 11.63677 28.02481
H -7.03751 8.42487 27.42232
H -8.81231 17.67194 25.62878
H -7.50047 14.33407 26.09118
H -5.21386 17.01129 29.64062
C -9.79598 18.74926 28.03817
C -3.67070 18.36033 31.96390
H -7.41416 18.12426 27.02218
H 0.19332 15.12388 28.37149
C -7.96208 13.93007 35.34973
O -8.10081 14.92590 36.06724
C -5.82279 10.69971 30.60198
C -0.10391 17.15091 32.54355
H -5.84186 11.07337 31.62575
H -1.08051 16.04940 28.38443
H -6.72304 16.21586 30.08666
H -3.90125 15.22430 31.29198
O -1.53210 11.23707 27.82129
C -7.35286 13.68743 29.25159
C -4.29166 18.57239 28.51947
C -8.11212 12.75621 28.31894
N -2.55935 13.30398 32.02432
H -5.80455 12.14411 34.39545
C -7.28158 18.21254 30.66285
H -6.01260 15.23089 33.14268
C -3.46685 16.49264 33.60535
O -1.48692 18.48980 31.19414
C -1.62576 12.46841 27.95564
O -4.42480 12.41523 32.94266
H -0.84574 11.98501 31.94085
H -9.68221 19.10975 27.01582
H -4.60088 18.70913 30.70501
H -10.86932 18.73268 28.22732
H -3.45238 16.06533 28.13979
C -0.70540 14.65345 28.77036
N -6.98428 13.84966 34.44798
O -8.98500 10.06788 28.00125
C -6.64840 12.52449 33.81983
H -0.83381 16.82663 33.28529
H -8.53789 12.99515 35.43079
H -5.70767 19.57060 25.93079
C -4.59192 14.41789 28.36145
H -4.98349 14.60108 34.39523
H -4.47193 20.81912 25.63312
C -4.70960 19.75982 25.53563
H -5.01673 19.05669 34.26452
O -3.40696 19.03008 27.62630
H -4.18369 17.77954 26.05418
H -6.36203 21.64424 33.09883
O -5.54278 20.43220 30.53397
O -8.99653 15.43796 29.13152
H -7.16613 16.57212 27.96457
H -2.29887 15.43380 31.67507
H -7.89163 18.85200 30.02487
H -6.46732 14.07161 28.74530
N -3.67957 17.76382 33.29760
H -7.60210 17.85879 24.43975
N -5.12042 14.93856 29.49049
H -3.74502 20.04579 29.89862
C 0.32955 12.52072 29.39967
H -6.31110 9.74023 30.43158
O -0.98456 16.37495 30.46980
C -4.68381 14.61160 30.84443
H -2.02312 11.73003 30.73261
H -6.36994 16.33636 28.40530
H -4.64464 19.61590 24.45713
H -8.40110 13.41598 27.50083
C -1.67182 16.47162 29.19693
C -5.73219 20.78611 32.86424
H -8.64384 15.54126 26.88851
H 1.30010 12.70503 28.93907
C -5.89545 16.20243 29.37742
H 0.43297 18.01247 32.94051
H -9.27338 19.45266 28.68643
H -5.49980 14.67858 31.56399
O -3.16666 15.62542 32.77244
O -4.90901 15.83978 26.29615
H -7.72262 16.32614 31.87337
C -8.09511 17.09669 25.04327
H 0.00206 11.48153 29.36932
H -3.67990 16.27643 29.90347
C -5.76013 16.46112 25.61568
H -7.10132 13.28594 30.23324
H -3.44125 17.66209 31.15897
H -0.78919 14.46233 31.73040
C -7.62100 15.28240 26.61486
H -6.37799 11.46684 30.06219
H -7.45217 11.79304 33.90368
H -6.28160 9.70401 26.58499
C -9.65682 16.40189 28.71210
H -2.95207 14.76342 29.24075
H -5.48939 17.25956 24.90758
H -9.03233 12.51022 28.84884
H -3.97648 14.48287 32.80779
H -4.98022 14.89299 27.44729
```

As for the HOMO-LUMO gap: 7.3 eV. The calculation puts the HOMO energy at -0.2739 Ha. As for the SMILES: CCOC(C)=O.CCOC(C)=O.CCOC(C)=O.CCOC(C)=O.CN(C)C=O.CN(C)C=O.CN(C)C=O.CN(C)C=O.CN(C)C=O.CN(C)C=O.CN(C)C=O.CN(C)C=O.

4.
DFT (ωB97M-V with the def2-TZVPD basis set) results for C5H11N2O as an isolated structure at a distorted geometry.

Geometry as XYZ:
```
19
Properties=species:S:1:pos:R:3
H 0.57760 -1.64618 1.38456
C -0.37697 1.84151 1.06710
H -0.27501 2.78137 1.51098
C 0.18132 -0.13149 -0.12336
N -1.44833 1.46204 0.44806
H 0.24233 -2.24831 -0.23703
H -1.85915 -0.10177 -0.96734
N 0.62950 0.95232 0.98245
C -1.31274 0.20415 -0.04524
C 0.74090 0.42989 -1.41953
H -2.24074 2.10500 0.25126
H 1.77132 0.17208 -1.49955
C 0.67780 -1.50392 0.31539
H -2.77635 -1.44330 0.67762
H 0.54378 1.46103 -1.50967
H 1.75684 -1.42388 0.01131
H 1.49459 1.08474 1.47022
O -2.12817 -0.88838 1.16125
H 0.15588 -0.24078 -2.13499
```

As for the HOMO-LUMO gap: 10.3 eV. The calculation puts the HOMO energy at -0.5316 Ha. The total charge is +1.

5.
DFT (ωB97M-V with the def2-TZVPD basis set) results for a 2-piece molecular cluster, C5H6N2O2 overall at a distorted geometry.

Geometry as XYZ:
```
15
Properties=species:S:1:pos:R:3
C 0.72610 -0.19994 0.35952
N -0.54299 0.29243 -1.59545
C 1.98223 -0.30309 -0.36057
C -1.42405 0.94496 -0.95020
O 0.92281 2.15087 0.90171
H -2.22726 1.43388 -1.40428
H 0.37887 -1.90667 1.61032
C 0.50502 1.05717 1.07838
C -0.04498 -1.44973 0.72755
H -0.12742 0.74710 1.91620
H 0.14851 -2.03588 -0.17825
N 2.99226 -0.46036 -0.90087
H -1.10728 -1.15707 0.93941
H -0.73134 -0.22574 -2.45642
O -1.45048 1.11204 0.31294
```

As for the HOMO-LUMO gap (spin up / spin down): 7.6 / 7.6 eV. The calculation puts the HOMO energy (spin up / spin down) at -0.3706 / -0.3705 Ha.

6.
DFT (ωB97M-V with the def2-TZVPD basis set) results for a 21-piece molecular cluster, C26H82Br2I2N3O22 overall at a distorted geometry.

Geometry as XYZ:
```
137
Properties=species:S:1:pos:R:3
H -0.77325 2.58551 6.84338
H 1.78010 7.61469 -4.29807
H -2.97890 2.59158 2.14326
H 4.77893 -6.08886 1.93018
H 0.87649 -4.96270 2.78314
H -1.60837 2.36437 4.34469
H -0.56314 3.66033 0.75642
O 3.75541 -5.83672 -0.70697
H -5.76521 -4.05492 -2.02990
O 8.04036 2.73225 1.38126
O 5.01890 -1.94870 5.59615
H 0.85019 4.52930 -0.73024
H -1.43152 -1.70040 7.46574
H -4.57214 -3.67365 -1.17425
H -4.57773 3.08975 -1.46115
H -10.13000 0.72808 1.40892
C -0.76164 4.52801 -2.07511
O 0.71879 -12.53507 0.10517
H 3.60124 0.72964 1.64803
O -4.35617 7.10761 -6.78295
H -0.77971 6.14128 -3.53546
C 3.14990 0.02447 -0.25817
H 0.53026 6.16494 -2.35827
C -0.07267 5.52226 -2.99656
H -2.10525 -0.15797 2.06035
H 2.47735 2.48682 -0.16072
H 4.11499 -7.45276 1.90908
Br 1.72343 -3.28271 -0.19810
H 2.70911 5.88420 -3.63246
H 5.58718 0.58313 3.55520
H -1.54328 2.90297 -0.40888
O -1.80314 7.92795 -4.96516
H 2.47988 8.96417 -4.41407
H -4.26106 4.17476 -2.49208
H 8.30007 2.49039 0.48685
H 2.10244 -5.05845 -3.36765
H 2.26637 2.60028 2.69487
H -3.61081 -1.48938 -3.19443
O 1.61719 8.56271 -4.26996
C 1.76923 -4.57613 2.29462
H 2.48992 -4.41726 3.08949
H 1.55905 2.54935 -6.14606
C -0.41431 -0.85869 0.51035
H 3.24907 -0.95089 1.58642
O -8.40654 2.28042 0.06623
H -3.45638 0.23949 -2.97479
O -1.51874 1.97666 6.84153
O -5.37762 -3.31179 -1.55636
H 2.93185 -5.34178 -0.61402
H 0.99685 -11.65939 0.40001
C -2.11044 1.95762 2.28712
H -3.96135 -0.40439 0.65217
H 4.43171 -2.56426 6.04652
H 1.10010 3.62231 1.96291
H -0.53833 3.41465 -4.75708
C 2.17607 5.09489 -4.12922
N 0.83263 1.56313 1.56196
H 0.73716 1.32991 -0.48287
H -2.45651 1.20824 -1.32502
H 2.73710 -5.91868 -4.44757
Br 0.63889 -2.42671 4.17024
H 4.33605 -8.12957 -0.34407
H 2.13556 -5.26887 1.55652
H 3.55886 -6.46304 -1.41472
C -0.50512 2.99373 -0.09803
H -0.23568 -0.50387 2.53198
C 0.23446 3.76849 -1.21334
H -3.12463 1.53772 4.19705
H 1.98637 -9.30842 0.77325
H -1.85951 8.70595 -5.53190
H -1.16237 -1.60801 0.73737
O 4.05858 -6.58504 2.33114
H -1.25287 2.60865 2.14279
C -2.12113 1.58338 3.79342
O 1.79476 0.29473 3.24597
H 7.09112 2.57850 1.40624
H 0.90927 3.15365 -1.80172
H -2.85469 -1.43936 -0.55854
C -1.77222 0.39416 -1.13399
O -10.92625 1.11228 1.02690
C 2.63978 4.18271 -5.06094
H -11.34790 0.38226 0.56282
I 5.12662 0.80119 -0.71401
O 6.85337 -10.41299 -0.04052
O -4.00747 3.85330 -1.62108
C 0.90707 -2.19420 2.28234
H -3.90565 1.32900 0.16337
H 5.01560 -9.42050 0.10720
H -3.55505 7.29996 -6.27944
C 0.01381 1.58319 0.28741
H 7.65383 -10.23118 0.46103
H 4.65986 -0.61848 3.64172
H 3.64257 4.10792 -5.44172
H -9.34704 2.49947 0.02999
H 6.99890 -11.28160 -0.42852
N 0.84195 4.83852 -3.90900
H -1.05514 7.43776 -5.32440
C -3.66093 0.59900 0.92673
H -1.12692 1.11691 6.65985
C 2.90114 0.01610 1.22521
H -0.80614 -2.50299 6.32311
O 2.47888 -0.35398 -1.13277
H -1.43414 3.85490 -2.60166
H 5.48277 -1.49613 6.30768
H 0.11638 -1.09683 -0.40305
H 0.79645 -9.59097 -0.13149
O 2.05976 -5.93434 -3.76330
H -4.55121 -0.70276 -1.93378
H -7.98976 3.06894 0.42860
H -6.33159 1.79333 -2.17777
C 1.71011 2.74251 1.77143
H -6.50425 1.12057 -0.83291
H -4.12943 6.33922 -7.31473
C 1.53870 0.24673 1.85712
O -1.49897 -2.53467 6.99149
C 0.46266 3.80111 -4.71190
O 1.02372 -9.40161 0.78516
N 2.64591 2.98418 0.69836
C -2.46388 -0.94579 -1.44260
C -1.10303 0.52346 0.25922
O 4.65403 0.34572 3.57532
H -0.22135 -12.44054 -0.07316
H -1.56644 0.66560 3.98062
H -1.77388 -1.64514 -1.89913
C 1.55323 3.35968 -5.44334
H 2.67292 0.66692 3.42478
O 4.30805 -8.80425 0.34230
C 0.46108 -0.85131 1.76461
H -1.39049 5.11045 -1.39951
C -3.60461 -0.69955 -2.45137
H 0.19015 1.61801 2.36004
C 1.40720 -3.26285 1.67113
H -4.26649 0.85701 1.79375
H 2.77683 3.96549 0.52297
I -0.41066 0.63130 -2.84086
O -5.83772 1.30623 -1.50855
C -2.18771 0.69310 1.39117
```

As for the HOMO-LUMO gap: 8.1 eV. The calculation puts the HOMO energy at -0.3768 Ha. The total charge is +1.